(1)
DFT (wB97M-V/def2-TZVPD) results for a 2-piece molecular cluster, C21H32F3NO5P overall in a non-equilibrium geometry.

```
63
Properties=species:S:1:pos:R:3:forces:R:3:mulliken_charge:R:1
C -1.26991 -0.31898 4.67717 -0.8 -0.5 0.3 -1.149
C -1.52573 1.05730 3.76167 2.5 -1.1 1.4 0.849
C -0.37107 2.13609 4.30988 0.6 -1.0 -0.1 -1.091
C -1.17256 0.75366 2.19907 0.7 0.0 -0.7 -1.511
C -2.36842 0.07498 1.31229 -1.0 1.0 0.9 1.437
C -2.33667 -1.55657 1.47634 -1.2 -0.5 -1.0 -0.808
C -1.48221 -2.35618 0.32889 1.0 -1.1 0.2 -0.642
C 0.11427 -1.98929 0.26486 4.6 1.1 -0.7 0.557
C 0.75970 -1.33570 -1.11130 1.7 -0.4 2.5 -0.109
C 2.32781 -0.90816 -1.32410 -1.6 -1.7 3.5 -0.243
C 3.39767 -1.15288 -0.09944 -5.1 -1.1 -0.2 -0.559
C 2.79456 -1.85132 1.27718 -1.7 0.8 -2.5 -0.441
C 1.20427 -2.26186 1.49787 1.0 1.8 -4.0 -0.285
P -2.10952 0.58698 -0.55005 1.2 0.0 -1.8 0.199
O -3.33885 -0.21805 -1.54869 1.7 0.2 0.9 -0.594
O -2.39076 2.32166 -0.74510 0.1 -2.0 -1.0 -0.477
C -3.80482 0.73370 1.74672 -0.7 -0.9 1.1 -1.165
C -3.71586 1.93766 2.85461 -2.9 0.5 -0.8 0.825
C -5.28447 2.15951 3.39551 0.7 1.1 -1.1 -1.219
C -3.27584 3.40770 2.23543 0.6 0.3 -0.2 -1.079
N -2.92881 1.50210 4.06318 0.9 3.2 -0.3 0.657
O -3.00900 2.39364 5.06612 0.0 -2.3 -1.9 -0.581
H -1.12631 -0.06171 5.83044 -0.2 -0.4 -2.6 0.332
H -2.23271 -1.02309 4.63955 2.0 1.6 0.0 0.277
H -0.36579 -0.95871 4.28970 -1.6 1.4 0.7 0.162
H -0.35247 3.13441 3.69270 -0.2 -1.9 1.3 0.293
H -0.43427 2.30148 5.48087 -0.2 -0.2 -2.7 0.294
H 0.66453 1.56886 4.13651 -2.2 1.3 0.2 0.307
H -0.80432 1.74137 1.66081 -0.8 -1.9 1.2 0.339
H -0.22318 0.03067 2.19788 -2.1 1.6 0.0 0.185
H -3.46779 -1.92067 1.36111 2.4 0.7 0.2 0.349
H -1.98609 -1.94456 2.52575 -0.5 1.2 -2.0 0.091
H -1.54383 -3.51334 0.61597 0.1 2.5 -0.6 0.400
H -1.94432 -2.28954 -0.75905 1.0 0.1 2.4 0.209
H -0.00553 -1.13177 -1.98988 1.9 -0.4 2.0 0.098
H 2.60555 -0.41884 -2.37379 -0.5 -1.2 2.7 0.210
H 4.51135 -0.82702 -0.26181 -2.4 -0.9 0.6 0.296
H 3.57918 -2.04671 2.13684 -2.0 0.4 -1.9 0.260
H 0.81179 -2.75179 2.48566 1.1 1.1 -2.0 0.330
H -2.78166 -0.81643 -2.14054 -1.1 1.3 1.1 0.377
H -2.02996 2.53897 -1.67679 -0.8 -0.7 2.2 0.316
H -4.42846 -0.14405 2.26257 1.2 1.9 -1.0 0.277
H -4.47074 1.07641 0.82724 1.6 -0.5 1.9 0.256
H -5.68243 1.23489 3.99254 0.8 1.9 -1.2 0.339
H -5.91607 2.38792 2.40818 1.2 -0.8 2.2 0.300
H -5.28872 3.17057 4.00384 -0.1 -2.4 -0.9 0.333
H -3.15752 4.19185 3.09578 -0.3 -1.6 -1.4 0.357
H -2.24839 3.37446 1.66109 -2.1 -0.1 1.1 0.170
H -4.07953 3.84986 1.47323 1.6 -1.3 1.7 0.275
C 7.24721 -1.00314 -6.21427 -0.1 0.2 0.3 -1.098
C 6.16622 -1.58151 -7.10838 0.8 0.1 -0.3 -0.186
O 4.96766 -1.82408 -6.35588 -1.7 1.1 0.4 -0.307
C 4.14295 -0.74365 -6.16649 2.6 1.2 -1.8 0.254
O 4.38372 0.38156 -6.59469 -1.1 -2.5 1.3 -0.514
C 2.88822 -1.15396 -5.39930 -2.1 -0.7 1.4 0.994
F 3.16058 -1.96380 -4.33515 0.2 0.8 -1.1 -0.241
F 2.00870 -1.84127 -6.18333 1.0 0.6 0.3 -0.263
F 2.19900 -0.09067 -4.89687 1.0 -0.7 -0.7 -0.248
H 7.41825 -1.65101 -5.34844 0.0 0.0 -0.2 0.300
H 8.18579 -0.89136 -6.76441 -0.1 0.0 0.0 0.369
H 6.95461 -0.02295 -5.82508 0.0 -0.1 -0.2 0.311
H 6.49574 -2.54876 -7.50206 -0.4 0.0 0.2 0.317
H 5.96523 -0.93488 -7.97016 -0.2 0.0 0.3 0.310
```
Forces are in eV/Å.

Total charge: 0
Multiplicity: 2
Frontier orbital gap (alpha / beta) (eV): 8.07 / 7.88
ΔE to the lowest compared entry with this formula, charge and spin (kcal/mol): 312.7
<S²>: 0.7545


(2)
DFT (wB97M-V/def2-TZVPD) results for C6H14MgO4 as an isolated structure in a non-equilibrium geometry.

```
25
Properties=species:S:1:pos:R:3:forces:R:3:mulliken_charge:R:1
O 1.38829 -2.27532 1.40794 2.2 1.6 -2.8 -0.790
Mg 0.18780 -0.77757 1.19298 2.4 0.4 -0.9 0.794
C 0.70427 -1.36421 -2.07723 -0.3 0.3 -0.2 -0.792
O 0.77618 -1.53583 -0.68269 0.1 0.1 -0.3 -0.288
C 2.03582 -1.93918 -0.07827 -3.3 -4.2 1.3 -0.239
C 1.73813 0.87726 0.66744 -1.5 -1.9 0.0 -0.581
O 0.91191 1.89241 1.22927 0.1 3.7 1.2 -0.530
C -0.41226 2.25588 1.41156 0.7 -0.8 -0.2 -0.731
C -1.44211 1.66031 0.47391 -0.1 0.7 -0.2 -0.253
O -1.52201 0.25332 0.68721 0.1 -0.6 0.5 -0.105
C -2.58891 -0.39528 0.01428 -0.3 0.0 -0.5 -0.722
H 0.23959 -0.39980 -2.31490 -0.1 0.0 0.2 0.249
H 1.68826 -1.31334 -2.56563 -0.2 -0.5 0.2 0.349
H 0.05301 -2.16506 -2.45447 0.5 0.1 -0.4 0.241
H 2.86648 -1.53476 -0.68981 0.2 1.7 1.9 0.348
H 2.19994 -2.99791 -0.35995 -0.3 0.1 0.1 0.397
H 2.72405 0.99368 1.15786 -0.6 0.0 -0.3 0.253
H 1.81874 1.09931 -0.40867 0.4 -0.1 0.0 0.214
H -0.47800 3.34991 1.30687 -0.1 -0.2 0.0 0.321
H -0.67988 2.03054 2.45858 -0.4 -0.1 0.0 0.276
H -2.42671 2.10678 0.68488 0.2 -0.1 0.0 0.430
H -1.20281 1.86799 -0.58152 0.1 -0.2 0.2 0.300
H -2.66357 -1.41919 0.39676 0.0 0.3 -0.1 0.259
H -3.52284 0.15604 0.19113 0.2 -0.2 0.0 0.315
H -2.39339 -0.42598 -1.06754 -0.1 0.0 0.2 0.286
```
Forces are in eV/Å.

Total charge: 0
Frontier orbital gap (eV): 6.13
ΔE to the lowest compared entry with this formula, charge and spin (kcal/mol): 115.0


(3)
DFT (wB97M-V/def2-TZVPD) results for a 2-piece molecular cluster, H6N2Si overall in a non-equilibrium geometry.

```
9
Properties=species:S:1:pos:R:3:forces:R:3:mulliken_charge:R:1
N 1.72877 -0.17237 -0.31423 0.3 -0.6 -0.8 -0.552
N 0.54541 -0.64569 0.32450 1.6 0.7 1.4 -0.146
Si -1.01246 -0.15446 -0.12333 -2.5 -1.7 0.9 0.118
H 1.80842 0.81886 -0.46113 -0.5 0.7 0.6 0.236
H 1.76218 -0.53366 -1.25824 0.0 -0.5 0.0 0.249
H 0.80569 -0.89091 1.28034 -0.5 0.1 -0.5 0.269
H -1.24205 -1.21116 -1.27698 -0.5 1.4 0.8 -0.048
H -1.25427 1.29602 -0.58337 0.3 -0.9 0.4 -0.066
H -2.06323 -0.60229 1.42318 1.7 0.8 -2.7 -0.060
```
Forces are in eV/Å.

Total charge: 0
Frontier orbital gap (eV): 10.19
ΔE to the lowest compared entry with this formula, charge and spin (kcal/mol): 23.6


(4)
DFT (wB97M-V/def2-TZVPD) results for an isolated ion of composition C27H37N2O3 and charge +1.

```
69
Properties=species:S:1:pos:R:3:forces:R:3:mulliken_charge:R:1
C -3.11566 -1.31534 -4.42234 0.2 0.0 -0.2 -1.297
C -1.64147 -0.99714 -4.64114 -0.2 0.1 0.3 -0.467
C -1.05963 -0.16256 -3.50264 0.3 -0.1 -0.4 -0.015
C 0.42264 0.13948 -3.71329 -0.1 0.0 0.4 -1.164
C 1.09279 0.74437 -2.48005 -0.1 0.2 -0.3 0.608
C 0.63653 2.17189 -2.18181 0.3 -0.1 0.1 -0.860
C 1.27019 2.73461 -0.90793 -0.4 -0.2 0.0 -0.879
C 0.62385 2.16883 0.35562 0.2 0.3 0.0 1.085
C 1.27684 2.65927 1.64821 0.0 -0.5 -0.1 -0.291
C 2.67543 2.08757 1.86943 -0.2 0.8 0.2 -0.862
O 2.69003 0.65165 1.76802 0.2 -0.2 -0.4 -0.335
C 2.17172 -0.03958 2.75567 0.0 -0.8 0.0 1.011
O 1.69824 0.38403 3.77232 0.0 0.1 0.2 -0.593
C 2.21976 -1.55238 2.42917 0.4 0.6 0.7 -1.193
N 1.21536 -1.89541 1.45179 -0.7 -0.1 -0.2 0.228
C -0.11255 -1.93210 1.65081 -0.1 0.1 0.0 0.467
C -0.82165 -1.54790 2.91702 -0.1 0.0 0.3 -0.730
O -1.83030 -0.61563 2.59981 0.0 0.0 0.0 -0.434
C -1.76609 0.66990 3.12528 0.0 0.4 0.0 0.904
C -1.25580 0.97470 4.37746 -0.1 -0.3 -0.1 -0.558
C -1.27605 2.28909 4.81502 0.0 0.1 0.0 -0.606
C -1.81318 3.28864 4.02356 0.0 0.1 0.1 -0.693
C -2.34648 2.97251 2.78467 0.0 0.0 0.0 -0.312
C -2.31965 1.66743 2.33057 0.0 -0.3 0.1 -0.572
N -0.73188 -2.32566 0.53629 0.6 0.2 0.4 0.244
C -2.14666 -2.50204 0.33434 -0.8 -0.2 0.0 -0.819
C 0.22091 -2.56036 -0.43325 0.9 0.0 -0.1 0.334
C 0.11263 -3.00719 -1.74461 0.0 0.0 0.1 -0.309
C 1.28675 -3.12999 -2.45800 -0.1 0.0 0.0 -0.794
C 2.52590 -2.81613 -1.89269 0.1 0.0 0.1 -0.885
C 2.64383 -2.38573 -0.58705 0.0 0.0 0.1 -0.900
C 1.46886 -2.26989 0.14477 -0.5 -0.3 -0.8 0.879
H -3.26013 -1.88511 -3.50525 -0.1 -0.1 0.1 0.242
H -3.69721 -0.39957 -4.34887 -0.1 0.1 0.0 0.338
H -3.50607 -1.90067 -5.25042 -0.1 -0.1 0.0 0.408
H -1.52732 -0.44983 -5.57784 0.1 0.0 -0.1 0.425
H -1.07656 -1.92824 -4.73473 0.1 0.0 -0.1 0.268
H -1.62174 0.76886 -3.42499 -0.1 0.0 0.1 0.492
H -1.18227 -0.70253 -2.55814 -0.1 0.0 0.1 -0.221
H 0.53816 0.81799 -4.55945 0.0 0.0 -0.1 0.533
H 0.93740 -0.79144 -3.96524 0.0 0.0 -0.1 0.330
H 2.17453 0.74962 -2.63387 0.1 0.0 0.1 0.408
H 0.89020 0.09961 -1.62031 0.0 -0.1 0.1 -0.732
H 0.91085 2.80498 -3.02704 -0.1 0.0 -0.1 0.411
H -0.44925 2.20464 -2.08233 -0.1 0.1 0.0 0.298
H 1.15651 3.81989 -0.89800 0.1 0.1 0.0 0.358
H 2.33817 2.51127 -0.91914 0.1 0.1 0.0 0.343
H 0.65982 1.07651 0.33073 -0.1 -0.1 0.0 -0.950
H -0.42773 2.46034 0.37482 0.0 -0.1 0.0 0.441
H 0.64654 2.38590 2.49679 0.0 0.1 0.1 -0.366
H 1.36172 3.74583 1.63293 0.0 0.1 0.1 0.556
H 3.37434 2.41816 1.10174 0.0 -0.1 0.1 0.445
H 3.04427 2.37363 2.85814 0.0 -0.1 -0.1 0.442
H 2.06300 -2.11547 3.35251 0.1 0.1 -0.2 0.360
H 3.19847 -1.79469 2.01461 -0.2 -0.1 0.1 0.497
H -1.29377 -2.44006 3.35506 0.2 0.1 -0.1 0.214
H -0.10697 -1.13817 3.63401 0.0 -0.1 -0.1 0.390
H -0.85406 0.21201 5.02584 0.1 -0.1 0.0 0.470
H -0.87367 2.52412 5.78771 0.0 0.0 0.1 0.421
H -1.82644 4.30822 4.37458 0.0 0.1 0.0 0.407
H -2.78085 3.74329 2.16711 0.0 0.1 -0.1 0.408
H -2.73712 1.39978 1.37230 0.0 0.0 -0.1 0.428
H -2.38130 -3.56496 0.25604 0.0 0.0 0.0 0.325
H -2.69824 -2.06033 1.15958 0.1 0.0 -0.1 0.371
H -2.44084 -2.00741 -0.59154 0.0 0.0 0.1 0.239
H -0.83994 -3.25133 -2.18425 -0.1 0.0 -0.1 0.514
H 1.25109 -3.47946 -3.47743 0.0 0.0 -0.1 0.447
H 3.41482 -2.91770 -2.49438 0.1 0.0 0.0 0.438
H 3.60638 -2.14664 -0.16631 0.1 0.0 0.0 0.405
```
Forces are in eV/Å.

Total charge: +1
Frontier orbital gap (eV): 8.35
Structure (SMILES): CCCCCCCCCCOC(=O)Cn1c(COc2ccccc2)[n+](C)c2ccccc21
ΔE to the lowest compared entry with this formula, charge and spin (kcal/mol): 4.9


(5)
DFT (wB97M-V/def2-TZVPD) results for one molecule with the formula C5H10O.

```
16
Properties=species:S:1:pos:R:3:forces:R:3:mulliken_charge:R:1
C -0.57665 -0.78802 1.82116 -0.1 0.0 -0.1 -1.158
C -0.51110 0.37853 0.82456 0.0 0.1 0.0 -0.724
C 0.60506 0.22380 -0.19451 0.0 0.0 0.0 0.239
C 0.52209 1.24265 -1.34188 0.1 0.3 -0.1 -0.581
O 0.04202 0.24686 -2.24949 -0.2 -0.2 -0.3 -0.402
C 0.24906 -0.80080 -1.28797 0.0 -0.3 -0.1 -0.540
H 0.35414 -0.87649 2.40128 -0.2 0.1 -0.2 0.307
H -0.72722 -1.74802 1.31377 0.0 0.2 0.0 0.307
H -1.39379 -0.66516 2.53858 0.1 0.0 -0.1 0.348
H -0.38261 1.32273 1.37047 0.0 -0.1 -0.1 0.318
H -1.42152 0.49457 0.20007 0.1 -0.2 0.7 0.344
H 1.59966 0.12090 0.24819 -0.2 -0.1 0.1 0.443
H 1.46875 1.67356 -1.68346 0.1 -0.1 0.1 0.260
H -0.19365 2.06641 -1.22850 0.0 -0.1 0.1 0.282
H 1.02903 -1.49818 -1.61346 0.1 0.2 0.1 0.264
H -0.66327 -1.39334 -1.11880 0.1 0.2 0.0 0.292
```
Forces are in eV/Å.

Total charge: 0
Frontier orbital gap (eV): 10.70
Structure (SMILES): CCC1COC1
ΔE to the lowest compared entry with this formula, charge and spin (kcal/mol): 30.2


(6)
DFT (wB97M-V/def2-TZVPD) results for one molecule with the formula C3H7N3S in a non-equilibrium geometry.

```
14
Properties=species:S:1:pos:R:3:forces:R:3:mulliken_charge:R:1
N -1.01508 1.18843 0.37526 0.8 2.3 3.3 -0.588
C 0.27698 0.92277 -0.05660 1.7 -0.9 -0.4 0.837
N 0.91428 2.09660 -0.44003 -2.1 0.2 0.6 -0.527
C 0.93711 -0.29018 -0.10283 -1.0 1.7 0.1 -0.736
C 0.54990 -1.50134 0.56667 -0.4 -2.5 1.5 -0.090
N -0.48662 -2.27639 0.44469 0.5 0.8 -0.4 -0.405
S -1.61308 -1.76198 -0.73567 -0.7 -0.6 -0.7 -0.212
H -1.44809 0.32686 0.57505 -1.0 -1.0 0.5 0.220
H -0.94665 1.77836 1.35838 -0.4 -1.8 -3.3 0.307
H 1.73248 1.99765 -0.97247 1.0 -0.1 -0.7 0.223
H 0.19865 2.71198 -0.83502 0.8 0.0 0.0 0.266
H 1.93235 -0.26161 -0.50585 0.4 0.0 0.0 0.228
H 1.22792 -1.97398 1.35549 -0.4 1.0 -1.1 0.320
H -2.26015 -2.95717 -1.02708 0.7 0.8 0.7 0.158
```
Forces are in eV/Å.

Total charge: 0
Frontier orbital gap (eV): 9.01
Structure (SMILES): NC(N)=C/C=N\S
ΔE to the lowest compared entry with this formula, charge and spin (kcal/mol): 46.5


Q: Which of these has the highest ΔE to the lowest compared entry with this formula, charge and spin?
A: C21H32F3NO5P


Q: Among the records above, which one has the lowest ΔE to the lowest compared entry with this formula, charge and spin?
A: C27H37N2O3


What did the fifth record say?
DFT (wB97M-V/def2-TZVPD) results for one molecule with the formula C5H10O.

```
16
Properties=species:S:1:pos:R:3:forces:R:3:mulliken_charge:R:1
C -0.57665 -0.78802 1.82116 -0.1 0.0 -0.1 -1.158
C -0.51110 0.37853 0.82456 0.0 0.1 0.0 -0.724
C 0.60506 0.22380 -0.19451 0.0 0.0 0.0 0.239
C 0.52209 1.24265 -1.34188 0.1 0.3 -0.1 -0.581
O 0.04202 0.24686 -2.24949 -0.2 -0.2 -0.3 -0.402
C 0.24906 -0.80080 -1.28797 0.0 -0.3 -0.1 -0.540
H 0.35414 -0.87649 2.40128 -0.2 0.1 -0.2 0.307
H -0.72722 -1.74802 1.31377 0.0 0.2 0.0 0.307
H -1.39379 -0.66516 2.53858 0.1 0.0 -0.1 0.348
H -0.38261 1.32273 1.37047 0.0 -0.1 -0.1 0.318
H -1.42152 0.49457 0.20007 0.1 -0.2 0.7 0.344
H 1.59966 0.12090 0.24819 -0.2 -0.1 0.1 0.443
H 1.46875 1.67356 -1.68346 0.1 -0.1 0.1 0.260
H -0.19365 2.06641 -1.22850 0.0 -0.1 0.1 0.282
H 1.02903 -1.49818 -1.61346 0.1 0.2 0.1 0.264
H -0.66327 -1.39334 -1.11880 0.1 0.2 0.0 0.292
```
Forces are in eV/Å.

Total charge: 0
Frontier orbital gap (eV): 10.70
Structure (SMILES): CCC1COC1
ΔE to the lowest compared entry with this formula, charge and spin (kcal/mol): 30.2